Entry 1:
Formula: CH3ClN2S
Source: the Open Molecules 2025 dataset
Level of theory: ωB97M-V/def2-TZVPD

For the HOMO energy (spin up / spin down), the calculation gives -6.673 / -8.789 eV. For the relative energy (zero: lowest compared OMol25 entry of this formula, charge and spin), the calculation gives 2.4153 eV. For the gap between HOMO and LUMO (spin up / spin down), the calculation gives 7.34 / 4.97 eV. The multiplicity is 3. As for the charge: 0.

Cartesian coordinates (Å):
C (-0.32, 1.13, 0.12)
N (1.18, -0.76, 0.07)
N (0.88, 0.64, 0.17)
S (-1.85, 1.03, 0.24)
Cl (-3.86, -1.12, 0.08)
H (1.96, -1.01, -0.67)
H (0.25, -1.23, -0.09)
H (1.76, 1.32, 0.08)

The natural (NBO) scheme yields these atomic charges, measured in e:
1 C -0.076
2 N -0.684
3 N -0.429
4 S 0.048
5 Cl -0.015
6 H 0.372
7 H 0.381
8 H 0.402


Entry 2:
Formula: C22H38AuN2O4P3S2
Source: the Open Molecules 2025 dataset
Level of theory: ωB97M-V/def2-TZVPD

For the HOMO energy (spin up / spin down), the calculation gives -8.083 / -10.616 eV. For the relative energy (zero: lowest compared OMol25 entry of this formula, charge and spin), the calculation gives 0.9371 eV. For the gap between HOMO and LUMO (spin up / spin down), the calculation gives 2.91 / 5.47 eV. The multiplicity is 4. As for the charge: +1.

Cartesian coordinates (Å):
Au (0.24, -0.05, 1.40)
C (1.87, -1.32, -1.38)
P (0.22, -1.23, -0.61)
C (-0.91, -0.46, -1.88)
N (-1.17, -1.01, -2.98)
C (-2.12, -0.32, -3.87)
C (-2.68, -0.80, -4.98)
C (-3.43, -0.08, -5.80)
C (-3.77, 1.34, -5.49)
C (-3.29, 1.79, -4.44)
C (-2.52, 1.06, -3.54)
N (-2.14, 1.68, -2.26)
C (-1.40, 0.78, -1.47)
P (-1.52, 1.36, 0.39)
C (-1.08, 3.14, 0.16)
C (-3.33, 1.21, 1.11)
C (-3.16, 1.46, 2.54)
C (-3.88, -0.13, 0.82)
C (-4.31, 2.20, 0.54)
C (-0.29, -2.98, -0.53)
C (0.45, -3.54, 0.76)
C (-0.02, -3.80, -1.80)
C (-1.81, -3.00, -0.27)
H (1.77, -1.55, -2.44)
H (2.37, -2.14, -0.89)
H (2.43, -0.36, -1.24)
H (-2.48, -1.78, -5.36)
H (-3.62, -0.82, -6.58)
H (-4.44, 2.15, -5.87)
H (-3.81, 2.70, -4.34)
H (-1.52, 3.57, -0.78)
H (0.01, 3.06, 0.08)
H (-1.32, 3.66, 1.05)
H (-2.43, 0.77, 2.96)
H (-4.10, 1.30, 3.04)
H (-2.83, 2.50, 2.74)
H (-3.24, -0.97, 1.13)
H (-4.08, -0.25, -0.28)
H (-4.80, -0.25, 1.41)
H (-4.10, 3.23, 0.68)
H (-5.24, 1.98, 1.02)
H (-4.43, 1.98, -0.50)
H (1.51, -3.36, 0.66)
H (0.37, -4.61, 0.75)
H (0.11, -3.04, 1.69)
H (1.03, -3.66, -2.14)
H (-0.71, -3.57, -2.61)
H (-0.10, -4.86, -1.52)
H (-2.08, -2.35, 0.59)
H (-2.09, -4.04, -0.06)
H (-2.33, -2.66, -1.15)
C (3.81, -1.08, 6.43)
C (4.00, 0.11, 5.50)
O (2.74, 0.63, 4.94)
P (2.52, 0.94, 3.40)
S (0.59, 1.53, 3.17)
S (2.71, -0.69, 2.17)
O (3.62, 2.02, 3.06)
C (4.11, 2.35, 1.69)
C (5.61, 2.36, 1.69)
H (4.79, -1.46, 6.70)
H (3.34, -1.94, 5.89)
H (3.23, -0.72, 7.24)
H (4.57, -0.25, 4.60)
H (4.49, 0.91, 6.00)
H (3.75, 3.41, 1.52)
H (3.65, 1.57, 1.07)
H (5.93, 3.00, 2.55)
H (5.98, 2.83, 0.79)
H (6.10, 1.40, 1.80)
O (7.88, -0.61, -9.45)
O (6.77, -0.24, -9.21)

Löwdin atomic charge list, values in e, 8 entries:
1 Au 0.471
2 C -0.224
3 P 0.885
4 C -0.523
5 N 0.116
6 C -0.145
7 C -0.127
8 C -0.031


Entry 3:
Formula: C23H27AuN3SbSi
Source: the Open Molecules 2025 dataset
Level of theory: ωB97M-V/def2-TZVPD

For the HOMO energy, the calculation gives -14.931 eV. For the gap between HOMO and LUMO, the calculation gives 7.05 eV. The multiplicity is 1. As for the charge: +2.

Cartesian coordinates (Å):
Au (0.86, -0.33, -0.33)
C (-0.27, 1.31, -3.02)
C (0.21, 2.22, -1.94)
C (0.03, 3.60, -1.99)
C (0.54, 4.40, -1.00)
C (1.27, 3.83, 0.04)
C (1.41, 2.46, 0.09)
N (0.87, 1.70, -0.89)
Sb (2.65, 1.68, 1.69)
C (3.66, 0.34, 0.35)
C (5.04, 0.30, 0.32)
C (5.66, -0.58, -0.57)
C (4.88, -1.39, -1.38)
C (3.50, -1.31, -1.31)
C (2.59, -2.14, -2.16)
N (2.93, -0.45, -0.45)
C (1.40, 0.07, 2.46)
C (1.25, 0.02, 3.83)
C (0.52, -1.02, 4.39)
C (-0.01, -2.00, 3.58)
C (0.18, -1.94, 2.20)
C (-0.32, -3.00, 1.28)
N (0.86, -0.89, 1.69)
H (-0.55, 1.87, -3.90)
H (0.51, 0.60, -3.29)
H (-1.14, 0.74, -2.68)
H (-0.52, 4.02, -2.82)
H (0.40, 5.48, -1.04)
H (1.71, 4.45, 0.81)
H (5.63, 0.93, 0.96)
H (6.74, -0.64, -0.62)
H (5.34, -2.08, -2.08)
H (3.16, -2.80, -2.82)
H (1.95, -2.77, -1.54)
H (1.96, -1.51, -2.80)
H (1.70, 0.78, 4.46)
H (0.37, -1.07, 5.47)
H (-0.56, -2.83, 3.99)
H (-0.60, -3.89, 1.84)
H (-1.19, -2.64, 0.73)
H (0.45, -3.27, 0.56)
C (-4.74, -0.29, -1.90)
Si (-4.17, -0.14, -0.15)
C (-4.69, -1.60, 0.86)
C (-4.68, 1.46, 0.64)
C (-2.29, -0.16, -0.18)
C (-1.08, -0.24, -0.26)
H (-5.83, -0.29, -1.93)
H (-4.39, -1.22, -2.35)
H (-4.40, 0.55, -2.51)
H (-5.78, -1.64, 0.91)
H (-4.31, -1.54, 1.88)
H (-4.34, -2.53, 0.42)
H (-5.77, 1.52, 0.69)
H (-4.32, 2.32, 0.07)
H (-4.29, 1.54, 1.66)

natural (NBO) atomic charge list, values in e, 8 entries:
1 Au 1.364
2 C -0.668
3 C 0.285
4 C -0.214
5 C -0.095
6 C -0.246
7 C -0.113
8 N -0.524


Entry 4:
Formula: C23H26GeN4O2PdSe
Source: the Open Molecules 2025 dataset
Level of theory: ωB97M-V/def2-TZVPD

For the HOMO energy, the calculation gives -7.370 eV. For the relative energy (zero: lowest compared OMol25 entry of this formula, charge and spin), the calculation gives 0.0000 eV. For the gap between HOMO and LUMO, the calculation gives 7.09 eV. The multiplicity is 1. As for the charge: 0.

Cartesian coordinates (Å):
Pd (0.02, -0.22, 0.33)
O (1.55, -2.92, 2.94)
C (1.28, -2.04, 2.13)
N (0.09, -1.60, 1.71)
C (-1.18, -2.08, 2.09)
C (-1.40, -3.05, 3.06)
C (-2.71, -3.42, 3.36)
C (-3.78, -2.84, 2.68)
C (-3.56, -1.88, 1.71)
C (-2.26, -1.48, 1.41)
N (-1.90, -0.49, 0.47)
C (-2.72, 0.18, -0.34)
O (-3.94, 0.11, -0.46)
C (-1.93, 1.12, -1.25)
C (-2.60, 1.90, -2.18)
C (-1.87, 2.74, -3.00)
C (-0.49, 2.78, -2.85)
C (0.11, 1.98, -1.90)
N (-0.59, 1.16, -1.11)
C (2.42, -1.28, 1.46)
C (3.73, -1.59, 1.76)
C (4.75, -0.91, 1.12)
C (4.42, 0.07, 0.19)
C (3.08, 0.33, -0.06)
N (2.10, -0.33, 0.55)
H (-0.56, -3.49, 3.58)
H (-2.88, -4.17, 4.11)
H (-4.79, -3.15, 2.92)
H (-4.39, -1.42, 1.18)
H (-3.68, 1.81, -2.23)
H (-2.36, 3.36, -3.73)
H (0.12, 3.43, -3.47)
H (1.18, 1.98, -1.76)
H (3.90, -2.37, 2.49)
H (5.78, -1.13, 1.34)
H (5.18, 0.63, -0.33)
H (2.79, 1.08, -0.77)
C (-1.53, -5.53, -3.20)
Ge (-1.70, -4.39, -1.61)
C (-2.51, -5.35, -0.12)
C (-2.72, -2.79, -2.05)
C (0.13, -3.87, -1.08)
Se (0.79, -2.54, -2.32)
C (2.70, -2.73, -2.05)
H (-2.52, -5.81, -3.57)
H (-0.99, -6.44, -2.96)
H (-0.99, -5.00, -3.98)
H (-3.52, -5.68, -0.38)
H (-2.58, -4.70, 0.74)
H (-1.92, -6.23, 0.15)
H (-3.68, -3.06, -2.50)
H (-2.19, -2.15, -2.76)
H (-2.93, -2.20, -1.15)
H (0.79, -4.74, -1.11)
H (0.13, -3.44, -0.07)
H (3.03, -3.72, -2.38)
H (2.95, -2.60, -1.00)
H (3.21, -1.97, -2.64)

natural (NBO) atomic charge list, values in e, 8 entries:
1 Pd 0.845
2 O -0.632
3 C 0.611
4 N -0.616
5 C 0.178
6 C -0.252
7 C -0.223
8 C -0.221


Entry 5:
Formula: CH2N2O3P
Source: the Open Molecules 2025 dataset
Level of theory: ωB97M-V/def2-TZVPD

For the HOMO energy, the calculation gives -5.087 eV. For the relative energy (zero: lowest compared OMol25 entry of this formula, charge and spin), the calculation gives 1.5256 eV. For the gap between HOMO and LUMO, the calculation gives 9.34 eV. The multiplicity is 1. As for the charge: -1.

Cartesian coordinates (Å):
C (-2.61, -2.07, -1.52)
N (-3.27, -3.00, -1.60)
N (-0.08, -0.05, 0.82)
O (-0.15, -1.12, -2.43)
O (-1.83, 0.61, -1.87)
O (-1.13, -1.00, 0.49)
P (-1.36, -0.73, -1.66)
H (-0.41, 0.70, 0.19)
H (0.76, -0.46, 0.28)

natural (NBO) atomic charge list, values in e, 8 entries:
1 C -0.078
2 N -0.353
3 N -0.539
4 O -1.091
5 O -1.102
6 O -0.693
7 P 2.216
8 H 0.328


- Number 2 is which compound?
  C22H38AuN2O4P3S2


- The highest multiplicity belongs to which entry?
  C22H38AuN2O4P3S2


- Look up the charge of the second one.
  +1